Entry 1:
The following is a DFT calculation (wB97M-V/def2-TZVPD) of a structure of composition C28H22Cl4MoN3O2SbSe4 in a non-equilibrium geometry.

Lowest unoccupied orbital energy (spin up / spin down) (eV): -2.4 / -2.5
HOMO (spin up / spin down) (eV): -7.90 / -7.89
Gap between HOMO and LUMO (spin up / spin down) (eV): 5.5 / 5.4
Max |F| (eV/A): 1.9

The geometry in ORCA input format:
```
! wB97M-V def2-TZVPD RIJCOSX def2/J DEFGRID3
* xyz 0 1
Mo 0.0220 -0.2021 -0.2253
C -3.2935 -4.3180 4.1180
C -2.6457 -3.3086 5.0255
C -2.8677 -3.3222 6.3967
C -2.2818 -2.3838 7.2323
C -1.4396 -1.4190 6.7046
C -1.1858 -1.3953 5.3424
C -1.7978 -2.3252 4.5067
N -1.5392 -2.3535 3.1128
C -1.3189 -1.3099 2.2840
N -1.7618 -0.1209 2.6992
C -1.4221 1.1733 2.2427
C -0.6753 1.3580 1.0866
C -0.3104 2.6656 0.7624
C -0.6786 3.7375 1.5545
C -1.4660 3.5240 2.6752
C -1.8495 2.2432 3.0392
C -2.7165 2.0107 4.2502
N -0.7805 -1.5064 1.0812
C -0.4190 -2.8791 0.7891
C 0.8922 -3.3001 0.9881
C 1.2601 -4.5908 0.6446
C 0.3150 -5.4527 0.1096
C -0.9988 -5.0364 -0.0473
C -1.3986 -3.7512 0.3050
C -2.8309 -3.3213 0.1817
H -3.9898 -4.9399 4.6765
H -2.5522 -4.9801 3.6597
H -3.8451 -3.8257 3.3151
H -3.5189 -4.0816 6.8118
H -2.4754 -2.4143 8.2964
H -0.9612 -0.6954 7.3510
H -0.4845 -0.6778 4.9342
H -1.3941 -3.2647 2.7030
H -2.2464 -0.1377 3.5828
H 0.2620 2.8500 -0.1387
H -0.3776 4.7399 1.2809
H -1.7899 4.3612 3.2810
H -3.0364 2.9616 4.6703
H -2.1831 1.4689 5.0377
H -3.6178 1.4476 3.9931
H 1.6190 -2.6125 1.3999
H 2.2831 -4.9120 0.7885
H 0.5997 -6.4560 -0.1802
H -1.7378 -5.7098 -0.4646
H -3.3082 -3.8067 -0.6647
H -2.9216 -2.2440 0.0490
H -3.3898 -3.5963 1.0823
Se -3.9712 -2.3378 -3.2979
Sb -2.2805 -0.6621 -3.3432
Se -2.0477 0.6591 -1.0846
Se -0.0320 -1.6176 -2.0747
Se -1.6188 0.6786 -5.1882
Cl 6.5575 0.5488 -1.4027
C 5.0694 0.3938 -0.5556
C 5.0606 -0.0066 0.7833
Cl 6.5443 -0.3025 1.5962
C 3.8574 -0.1861 1.4668
Cl 3.8099 -0.7149 3.1044
C 2.6584 0.0226 0.7972
O 1.4524 -0.2118 1.2707
C 2.6837 0.5036 -0.5234
O 1.4428 0.6553 -1.0003
C 3.8695 0.6612 -1.2185
Cl 3.8258 1.1706 -2.8563
*
```

Partial charges, natural (NBO), in e:
1 Mo 0.88
2 C -0.64
3 C -0.05
4 C -0.18
5 C -0.21
6 C -0.19
7 C -0.26
8 C 0.19
9 N -0.62
10 C 0.70
11 N -0.57
12 C 0.07
13 C -0.18
14 C -0.22
15 C -0.20
16 C -0.22
17 C 0.04
18 C -0.67
19 N -0.62
20 C 0.20
21 C -0.26
22 C -0.20
23 C -0.20
24 C -0.19
25 C -0.06
26 C -0.65
27 H 0.23
28 H 0.22
29 H 0.23
30 H 0.22
31 H 0.22
32 H 0.22
33 H 0.23
34 H 0.44
35 H 0.43
36 H 0.23
37 H 0.22
38 H 0.21
39 H 0.24
40 H 0.22
41 H 0.22
42 H 0.24
43 H 0.22
44 H 0.22
45 H 0.22
46 H 0.25
47 H 0.24
48 H 0.21
49 Se -0.59
50 Sb 1.02
51 Se -0.06
52 Se -0.01
53 Se -0.53
54 Cl 0.06
55 C -0.11
56 C -0.10
57 Cl 0.06
58 C -0.04
59 Cl 0.03
60 C 0.23
61 O -0.68
62 C 0.19
63 O -0.54
64 C -0.08
65 Cl 0.07

***

Entry 2:
The following is a DFT calculation (wB97M-V/def2-TZVPD) of a structure of composition C28H22MnN5O3.

Lowest unoccupied orbital energy (spin up / spin down) (eV): -3.9 / -4.0
HOMO (spin up / spin down) (eV): -10.63 / -10.63
Gap between HOMO and LUMO (spin up / spin down) (eV): 6.7 / 6.6
Max |F| (eV/A): 0.6

The geometry in ORCA input format:
```
! wB97M-V def2-TZVPD RIJCOSX def2/J DEFGRID3
* xyz 1 4
Mn -2.3149 -0.4006 -0.8595
O -2.4292 -2.2190 -0.7797
C -2.5839 -3.0365 0.2695
C -2.5213 -4.4115 0.0391
C -2.6707 -5.2922 1.0923
C -2.8886 -4.8401 2.3953
C -2.9555 -3.4869 2.6290
C -2.8027 -2.5674 1.5774
C -2.9008 -1.1682 1.8808
N -2.7575 -0.2235 1.0179
N -2.9137 1.0957 1.4645
C -2.7338 1.8950 0.4677
O -2.4498 1.4510 -0.7536
C -2.7946 3.3594 0.6422
C -2.9766 3.9039 1.9130
C -3.0488 5.2765 2.0689
C -2.9381 6.1088 0.9616
C -2.7490 5.5695 -0.3022
C -2.6748 4.1946 -0.4650
H -2.3571 -4.7630 -0.9702
H -2.6182 -6.3558 0.8981
H -3.0048 -5.5439 3.2067
H -3.1276 -3.1108 3.6300
H -3.1119 -0.8597 2.9016
H -3.0644 3.2461 2.7666
H -3.1917 5.6999 3.0539
H -3.0007 7.1821 1.0850
H -2.6602 6.2192 -1.1626
H -2.5252 3.7674 -1.4465
C -4.9181 -0.3630 -2.9028
C -3.5499 -0.3767 -2.3696
O -2.4626 -0.3874 -2.8724
H -4.9058 -0.2427 -3.9842
H -5.4742 0.4355 -2.4118
H -5.3857 -1.3089 -2.6207
N 4.8645 0.7054 -0.3659
C 6.1692 0.2516 -0.3375
C 7.3886 0.9114 -0.1956
C 8.5158 0.1198 -0.2184
C 8.4400 -1.2786 -0.3747
C 7.2308 -1.9202 -0.5130
C 6.0756 -1.1339 -0.4954
N 4.7487 -1.5116 -0.6180
C 4.0734 -0.4001 -0.5353
C 2.6091 -0.3511 -0.6136
C 1.9106 -1.5368 -0.8304
C 0.5368 -1.5028 -0.8944
N -0.1675 -0.3673 -0.7561
C 0.5005 0.7744 -0.5565
C 1.8776 0.8236 -0.4755
H 4.5680 1.6611 -0.2951
H 7.4545 1.9843 -0.0741
H 9.4881 0.5827 -0.1148
H 9.3555 -1.8541 -0.3859
H 7.1630 -2.9928 -0.6326
H 2.4511 -2.4648 -0.9456
H -0.0426 -2.4007 -1.0591
H -0.0967 1.6716 -0.4664
H 2.3479 1.7819 -0.3063
*
```

Partial charges, natural (NBO), in e:
1 Mn 1.33
2 O -0.72
3 C 0.44
4 C -0.29
5 C -0.13
6 C -0.25
7 C -0.12
8 C -0.25
9 C 0.21
10 N -0.35
11 N -0.36
12 C 0.54
13 O -0.71
14 C -0.08
15 C -0.17
16 C -0.21
17 C -0.17
18 C -0.21
19 C -0.19
20 H 0.23
21 H 0.23
22 H 0.23
23 H 0.22
24 H 0.23
25 H 0.23
26 H 0.23
27 H 0.23
28 H 0.22
29 H 0.23
30 C -0.74
31 C 0.59
32 O -0.43
33 H 0.27
34 H 0.28
35 H 0.29
36 N -0.54
37 C 0.18
38 C -0.26
39 C -0.19
40 C -0.22
41 C -0.18
42 C 0.05
43 N -0.42
44 C 0.32
45 C 0.00
46 C -0.16
47 C 0.05
48 N -0.56
49 C 0.07
50 C -0.23
51 H 0.42
52 H 0.22
53 H 0.22
54 H 0.22
55 H 0.23
56 H 0.26
57 H 0.22
58 H 0.22
59 H 0.22

***

Entry 3:
The following is a DFT calculation (wB97M-V/def2-TZVPD) of a structure of composition C28H22MoO5S5Sb in a non-equilibrium geometry.

Lowest unoccupied orbital energy (spin up / spin down) (eV): 3.9 / 4.2
HOMO (spin up / spin down) (eV): -1.33 / -1.30
Gap between HOMO and LUMO (spin up / spin down) (eV): 5.2 / 5.5
Max |F| (eV/A): 1.5

The geometry in ORCA input format:
```
! wB97M-V def2-TZVPD RIJCOSX def2/J DEFGRID3
* xyz -2 2
Mo 0.5644 0.9221 1.1779
S 1.9249 -1.2310 1.0301
C 3.5810 -0.7782 0.7512
C 4.6188 -1.6671 1.0411
C 5.9356 -1.3521 0.7367
C 6.2375 -0.1247 0.1571
C 5.2109 0.7747 -0.1070
C 3.8921 0.4638 0.1926
S 2.5707 1.5815 -0.1477
H 4.3763 -2.6142 1.5064
H 6.7230 -2.0600 0.9677
H 7.2620 0.1376 -0.0782
H 5.4366 1.7383 -0.5491
O -1.4849 -2.0984 0.8177
C -1.4617 -2.1175 -0.5798
C -0.5718 -1.0033 -1.2148
O -0.3525 -0.9673 -2.4065
O -0.1617 -0.1197 -0.3648
C -2.8926 -1.9303 -1.1040
C -3.4252 -0.6454 -1.1415
C -4.7379 -0.4368 -1.5338
C -5.5390 -1.5090 -1.9005
C -5.0170 -2.7940 -1.8603
C -3.7026 -3.0005 -1.4619
C -0.8739 -3.4725 -0.9721
C -0.8108 -3.8776 -2.3033
C -0.2545 -5.0986 -2.6434
C 0.2562 -5.9351 -1.6558
C 0.2049 -5.5309 -0.3321
C -0.3563 -4.3047 0.0096
H -1.8822 -1.2753 1.1656
H -2.8124 0.1943 -0.8378
H -5.1380 0.5695 -1.5428
H -6.5653 -1.3472 -2.2082
H -5.6313 -3.6445 -2.1302
H -3.3107 -4.0078 -1.4188
H -1.1872 -3.2168 -3.0722
H -0.2104 -5.3932 -3.6850
H 0.6979 -6.8883 -1.9216
H 0.6122 -6.1645 0.4461
H -0.3875 -3.9761 1.0389
S -2.0200 -1.4989 4.8524
Sb -1.1475 0.5762 4.4165
S -1.7024 0.9914 2.0514
S 1.0523 0.2134 3.4307
C -1.8106 4.2260 -0.9423
C -0.6931 3.6569 -0.1071
O -0.4316 2.4535 -0.1968
C 0.1080 4.5559 0.7679
C 0.0622 5.9391 0.5728
C 0.8739 6.7833 1.3047
C 1.7393 6.2090 2.2465
C 1.7963 4.8538 2.4644
C 0.9596 3.9752 1.7266
O 1.0074 2.7130 2.0182
H -2.3991 3.3952 -1.3258
H -1.3949 4.7889 -1.7805
H -2.4366 4.8971 -0.3562
H -0.6075 6.3528 -0.1705
H 0.8480 7.8535 1.1507
H 2.3937 6.8568 2.8223
H 2.4648 4.4088 3.1884
*
```

Partial charges, natural (NBO), in e:
1 Mo 0.81
2 S 0.06
3 C -0.24
4 C -0.22
5 C -0.25
6 C -0.26
7 C -0.26
8 C -0.06
9 S -0.12
10 H 0.21
11 H 0.19
12 H 0.19
13 H 0.20
14 O -0.72
15 C 0.05
16 C 0.82
17 O -0.64
18 O -0.69
19 C 0.09
20 C -0.23
21 C -0.20
22 C -0.24
23 C -0.22
24 C -0.23
25 C 0.08
26 C -0.21
27 C -0.24
28 C -0.24
29 C -0.21
30 C -0.22
31 H 0.52
32 H 0.24
33 H 0.20
34 H 0.19
35 H 0.20
36 H 0.22
37 H 0.23
38 H 0.19
39 H 0.19
40 H 0.20
41 H 0.26
42 S -0.95
43 Sb 0.86
44 S -0.63
45 S -0.42
46 C -0.71
47 C 0.65
48 O -0.55
49 C -0.29
50 C -0.15
51 C -0.30
52 C -0.20
53 C -0.22
54 C 0.42
55 O -0.64
56 H 0.25
57 H 0.23
58 H 0.23
59 H 0.20
60 H 0.20
61 H 0.20
62 H 0.22